No. 1
# C19H28I2N3ORh

C19H28I2N3ORh as an isolated structure at a distorted geometry (wB97M-V/def2-TZVPD, the Open Molecules 2025 dataset).

Results
E_tot	-45879.558	eV
gap between HOMO and LUMO (alpha / beta)	3.471 / 5.001	eV
expectation value of S²	6.05
HOMO (alpha / beta)	1.35 / -0.25	eV

The geometry in ORCA input format:
```
! wB97M-V def2-TZVPD RIJCOSX def2/J DEFGRID3
* xyz -2 5
C 1.22 -2.99 -2.64
I 2.34 -1.85 -0.84
H 1.98 -2.89 -3.42
H 0.23 -2.68 -2.95
H 1.26 -4.00 -2.23
C -1.43 2.37 -2.50
C -0.34 0.58 -1.64
N -1.50 1.35 -1.59
H 0.11 2.79 -4.03
I 2.16 1.22 1.13
N 0.35 1.09 -2.72
H -2.20 3.12 -2.61
Rh 0.43 -0.54 -0.07
C -0.50 -0.99 -1.69
O -1.35 -1.51 -2.36
C -0.28 2.21 -3.20
C 1.55 0.57 -3.32
H 2.34 1.33 -3.29
H 1.37 0.31 -4.37
H 1.90 -0.31 -2.78
C -2.64 1.17 -0.71
H -3.54 0.92 -1.29
H -2.84 2.10 -0.17
H -2.44 0.37 0.01
C -0.14 -4.42 1.51
C 0.79 -4.02 2.66
C 2.22 -3.78 2.19
C 0.26 -2.82 3.45
C 0.22 -2.91 4.82
C -0.25 -1.85 5.61
C -0.68 -0.67 4.99
C -0.64 -0.51 3.62
C -1.14 0.81 3.05
C -2.64 1.02 3.33
C -0.36 2.00 3.61
C -0.13 -1.59 2.78
N -0.03 -1.49 1.48
H -0.37 -3.54 0.91
H -1.07 -4.82 1.92
H 0.33 -5.18 0.89
H 0.81 -4.85 3.39
H 2.23 -3.00 1.42
H 2.86 -3.46 3.02
H 2.63 -4.69 1.74
H 0.55 -3.83 5.30
H -0.28 -1.95 6.70
H -1.07 0.15 5.60
H -0.99 0.77 1.96
H -2.81 1.08 4.41
H -2.99 1.94 2.87
H -3.23 0.18 2.94
H 0.70 1.90 3.36
H -0.72 2.93 3.18
H -0.47 2.04 4.71
*
```

---

No. 2
# C43H38F6MnN4S3

C43H38F6MnN4S3 as an isolated structure (wB97M-V/def2-TZVPD, the Open Molecules 2025 dataset).

Results
E_tot	-131300.702	eV
gap between HOMO and LUMO (alpha / beta)	7.084 / 7.176	eV
relative energy (zero: lowest compared OMol25 entry of this formula, charge and spin)	0.023	eV
expectation value of S²	8.75
HOMO (alpha / beta)	-6.91 / -7.01	eV

The geometry in ORCA input format:
```
! wB97M-V def2-TZVPD RIJCOSX def2/J DEFGRID3
* xyz 0 6
Mn -0.31 1.04 -0.09
C 0.74 -0.83 -3.21
C 1.92 -1.28 -2.32
C 2.59 -2.50 -2.95
C 2.84 -0.10 -2.13
C 3.84 0.16 -3.06
C 4.65 1.28 -2.95
C 4.42 2.18 -1.93
C 3.43 1.97 -0.98
C 3.14 3.06 0.04
C 4.28 3.21 1.06
C 2.87 4.40 -0.65
C 2.66 0.79 -1.04
N 1.74 0.51 0.00
C 2.26 0.14 1.19
C 3.56 -0.40 1.40
C 4.00 -0.77 2.65
C 3.19 -0.64 3.78
C 1.90 -0.14 3.62
C 1.49 0.22 2.36
F 0.21 0.72 2.20
H 0.14 -1.68 -3.54
H 1.11 -0.30 -4.08
H 0.08 -0.16 -2.66
H 1.53 -1.57 -1.34
H 2.79 -2.35 -4.01
H 1.94 -3.37 -2.84
H 3.54 -2.72 -2.45
H 3.99 -0.52 -3.89
H 5.44 1.45 -3.67
H 5.04 3.08 -1.87
H 2.23 2.78 0.58
H 5.21 3.46 0.55
H 4.42 2.29 1.62
H 4.04 4.01 1.76
H 3.78 4.81 -1.08
H 2.48 5.12 0.07
H 2.14 4.28 -1.45
H 4.19 -0.53 0.53
H 5.00 -1.16 2.76
H 3.55 -0.91 4.76
H 1.22 -0.02 4.46
F -2.19 7.47 0.98
C -1.77 6.41 0.30
C -1.89 6.35 -1.08
F -2.45 7.38 -1.72
C -1.45 5.25 -1.78
F -1.62 5.23 -3.10
C -0.85 4.16 -1.15
S -0.19 2.82 -2.03
C -0.78 4.24 0.24
F -0.28 3.17 0.91
C -1.21 5.33 0.97
F -1.10 5.34 2.30
N -3.29 1.72 -2.41
C -3.59 1.21 -1.22
N -2.83 1.20 -0.16
C -3.49 0.63 0.92
C -3.00 0.51 2.21
C -3.75 -0.14 3.18
C -5.01 -0.66 2.88
C -5.54 -0.51 1.61
C -4.77 0.13 0.65
S -5.18 0.45 -1.02
H -2.35 2.09 -2.59
H -3.91 1.58 -3.19
H -2.03 0.94 2.46
H -3.36 -0.23 4.19
H -5.58 -1.16 3.64
H -6.53 -0.88 1.37
N -1.09 -1.08 0.13
S -1.20 -2.44 -0.65
C -0.09 -3.64 0.15
C -0.16 -4.98 -0.19
C 0.71 -5.87 0.42
C 1.64 -5.41 1.35
C 1.71 -4.06 1.66
C 0.85 -3.16 1.05
C -2.76 -3.23 -0.20
C -3.68 -3.46 -1.21
C -4.89 -4.06 -0.91
C -5.18 -4.41 0.40
C -4.26 -4.16 1.41
C -3.04 -3.57 1.12
H -1.33 -1.20 1.11
H -0.89 -5.33 -0.91
H 0.67 -6.92 0.17
H 2.31 -6.11 1.83
H 2.44 -3.69 2.37
H 0.91 -2.10 1.26
H -3.44 -3.17 -2.23
H -5.61 -4.25 -1.70
H -6.12 -4.90 0.64
H -4.50 -4.43 2.43
H -2.32 -3.38 1.90
*
```

---

No. 3
# C19H21ClN2O4S

C19H21ClN2O4S as an isolated structure at a distorted geometry (wB97M-V/def2-TZVPD, the Open Molecules 2025 dataset).

Results
E_tot	-54554.826	eV
gap between HOMO and LUMO	7.016	eV
relative energy (zero: lowest compared OMol25 entry of this formula, charge and spin)	17.834	eV
HOMO	-7.89	eV

The geometry in ORCA input format:
```
! wB97M-V def2-TZVPD RIJCOSX def2/J DEFGRID3
* xyz 0 1
C -1.47 2.72 -1.30
N -0.33 2.15 -0.67
C 0.73 1.55 -1.43
C 0.57 1.61 -2.95
C 1.49 1.13 -3.88
C 2.86 0.85 -3.24
C 3.00 0.96 -1.86
C 1.94 1.04 -1.06
C 2.04 1.03 0.35
C 1.01 1.73 1.18
C 0.08 2.24 0.64
O -0.89 2.73 1.17
H 0.96 1.76 2.14
S 3.40 0.25 1.35
C 3.21 -1.53 0.50
C 2.06 -1.59 -0.24
O 1.97 -1.80 -1.45
N 0.82 -1.70 0.38
C 0.58 -1.89 1.91
H 1.51 -1.20 2.37
C -0.68 -1.02 2.08
H -0.31 0.21 2.07
H -0.83 -1.17 3.27
C -1.78 -1.19 1.33
C -1.49 -2.78 0.30
C -0.36 -2.18 -0.39
H -0.69 -1.18 -1.17
H 0.06 -3.08 -1.04
H -2.34 -2.54 -0.34
H -1.43 -3.31 1.00
O -2.97 -1.74 2.08
C -3.72 -0.50 2.25
H -3.35 -0.05 3.37
C -3.33 0.58 1.13
H -4.09 0.82 0.48
O -2.15 -0.30 0.61
H -2.86 1.30 1.53
H -4.66 -0.40 2.50
H 0.54 -2.78 2.22
H 3.53 -2.06 1.45
H 4.05 -1.43 0.04
H 4.12 0.61 -1.33
H 3.72 0.50 -3.90
Cl 1.42 1.27 -5.54
H -0.18 1.91 -3.54
H -2.22 3.03 -0.48
H -1.38 3.53 -2.06
H -2.17 1.91 -1.80
*
```

---

No. 4
# C12H15Cl2N3PPdS5

C12H15Cl2N3PPdS5 as an isolated structure (wB97M-V/def2-TZVPD, the Open Molecules 2025 dataset).

Results
E_tot	-109150.732	eV
gap between HOMO and LUMO (alpha / beta)	6.128 / 6.125	eV
relative energy (zero: lowest compared OMol25 entry of this formula, charge and spin)	1.704	eV
HOMO (alpha / beta)	-3.89 / -3.89	eV

The geometry in ORCA input format:
```
! wB97M-V def2-TZVPD RIJCOSX def2/J DEFGRID3
* xyz -1 1
Pd 0.85 2.23 0.24
S 3.11 2.32 0.27
S 3.41 4.16 0.94
S 2.14 5.33 -0.37
S 1.25 3.92 -1.49
Cl -1.63 2.53 0.19
C -2.16 1.96 1.77
C -3.49 1.59 1.86
C -4.00 1.17 3.08
C -3.16 1.16 4.18
C -1.84 1.54 4.06
Cl -0.86 1.50 5.50
C -1.25 1.97 2.84
S 0.40 2.46 2.74
H -4.11 1.62 0.97
H -5.03 0.87 3.17
H -3.52 0.84 5.15
C 1.85 -3.01 -1.26
N 2.30 -1.90 -2.10
C 1.35 -1.74 -3.20
N -0.03 -1.55 -2.77
C -0.40 -2.67 -1.90
N 0.49 -2.87 -0.76
C 0.39 -1.76 0.19
P 0.84 -0.11 -0.54
C 2.43 -0.66 -1.32
C -0.19 -0.27 -2.07
H 2.54 -3.11 -0.42
H 1.90 -3.92 -1.86
H 1.39 -2.64 -3.81
H 1.65 -0.89 -3.81
H -0.38 -3.58 -2.51
H -1.42 -2.52 -1.53
H 1.03 -1.96 1.05
H -0.64 -1.71 0.57
H 3.18 -0.80 -0.55
H 2.78 0.14 -1.97
H 0.08 0.54 -2.74
H -1.25 -0.13 -1.80
*
```

---

No. 5
# C3H9NO

A 2-piece molecular cluster, C3H9NO overall at a distorted geometry (wB97M-V/def2-TZVPD, the Open Molecules 2025 dataset).

Results
E_tot	-6792.329	eV
gap between HOMO and LUMO (alpha / beta)	4.263 / 7.221	eV
relative energy (zero: lowest compared OMol25 entry of this formula, charge and spin)	0.617	eV
expectation value of S²	0.75
HOMO (alpha / beta)	0.23 / -2.78	eV

The geometry in ORCA input format:
```
! wB97M-V def2-TZVPD RIJCOSX def2/J DEFGRID3
* xyz -1 2
C 0.91 -1.00 -1.18
C -0.28 -0.36 -0.50
C -0.26 -0.77 1.80
N 0.01 0.14 0.88
H 0.64 -1.36 -2.18
H 1.69 -0.25 -1.31
H 1.29 -1.83 -0.57
H -1.17 -1.01 -0.44
H -0.72 0.51 -1.02
H -1.21 -1.37 1.74
H 0.23 -0.96 2.76
H -0.01 2.02 0.06
H -0.99 3.23 -0.18
O -0.13 3.01 0.14
*
```

---

No. 6
# C4H6O2S

A single C4H6O2S molecule at a distorted geometry (wB97M-V/def2-TZVPD, the Open Molecules 2025 dataset).

Results
E_tot	-19171.201	eV
gap between HOMO and LUMO	9.056	eV
relative energy (zero: lowest compared OMol25 entry of this formula, charge and spin)	4.106	eV
HOMO	-8.68	eV

The geometry in ORCA input format:
```
! wB97M-V def2-TZVPD RIJCOSX def2/J DEFGRID3
* xyz 0 1
O 2.60 -0.49 -0.20
C 1.23 -0.28 -0.36
C 0.38 0.65 0.47
O -0.79 1.17 -0.13
C -1.93 0.50 -0.22
S -1.46 -1.28 -0.14
C 0.24 -0.90 0.59
H 3.08 0.16 -1.07
H 0.61 -0.48 -1.39
H 0.91 1.04 1.31
H -2.83 0.58 0.72
H -2.43 0.66 -1.19
H 0.38 -1.31 1.61
*
```

---

No. 7
# C15H16FIN3O2

An isolated ion of composition C15H16FIN3O2 and charge +1 at a distorted geometry (wB97M-V/def2-TZVPD, the Open Molecules 2025 dataset).

Results
E_tot	-35190.337	eV
gap between HOMO and LUMO	8.189	eV
HOMO	-12.50	eV

The geometry in ORCA input format:
```
! wB97M-V def2-TZVPD RIJCOSX def2/J DEFGRID3
* xyz 1 1
C 0.16 -0.66 4.15
C 1.06 -0.52 2.91
C 0.32 -0.49 1.59
C 0.63 0.34 0.54
C 1.77 1.33 0.64
C 1.27 2.77 0.49
O 0.19 3.15 0.86
I 2.63 4.13 -0.49
C -0.08 0.30 -0.69
C 0.28 1.16 -1.83
C -0.59 2.17 -2.23
C -0.18 2.90 -3.30
C 1.00 2.67 -3.97
N 1.85 1.73 -3.57
C 1.45 1.03 -2.53
N -1.08 -0.52 -0.85
N -1.36 -1.29 0.17
C -2.51 -2.21 -0.03
C -1.99 -3.62 -0.43
O -0.63 -3.52 -0.85
C -0.74 -1.35 1.32
F -1.15 -2.22 2.18
H -0.48 0.21 4.31
H -0.42 -1.58 4.19
H 0.83 -0.69 5.01
H 1.82 -1.30 2.88
H 1.58 0.43 3.01
H 2.46 1.12 -0.18
H 2.34 1.25 1.56
H -1.54 2.34 -1.73
H -0.82 3.70 -3.65
H 1.24 3.29 -4.82
H 2.13 0.24 -2.20
H -3.15 -2.23 0.85
H -3.12 -1.81 -0.84
H -2.61 -4.03 -1.23
H -2.00 -4.27 0.45
H -0.56 -3.98 -1.69
*
```

---

No. 8
# C2H8OS2

A 2-piece molecular cluster, C2H8OS2 overall at a distorted geometry (wB97M-V/def2-TZVPD, the Open Molecules 2025 dataset).

Results
E_tot	-25921.190	eV
gap between HOMO and LUMO (alpha / beta)	3.402 / 7.375	eV
relative energy (zero: lowest compared OMol25 entry of this formula, charge and spin)	0.300	eV
expectation value of S²	0.75
HOMO (alpha / beta)	0.07 / -4.00	eV

The geometry in ORCA input format:
```
! wB97M-V def2-TZVPD RIJCOSX def2/J DEFGRID3
* xyz -1 2
C -0.37 1.33 0.13
C 1.00 1.72 -0.37
S 1.74 0.47 -1.51
S 0.29 -1.09 -1.90
H -0.43 0.46 0.78
H -1.04 1.24 -0.71
H -0.82 2.16 0.71
H 1.72 1.95 0.44
H 0.88 2.69 -0.86
H -0.36 -0.65 -3.00
H -0.43 -3.26 1.46
H -1.29 -3.94 2.51
O -0.87 -3.09 2.33
*
```

---

No. 9
# C2H2O2S

A 2-piece molecular cluster, C2H2O2S overall at a distorted geometry (wB97M-V/def2-TZVPD, the Open Molecules 2025 dataset).

Results
E_tot	-17029.850	eV
gap between HOMO and LUMO (alpha / beta)	8.695 / 6.965	eV
relative energy (zero: lowest compared OMol25 entry of this formula, charge and spin)	3.654	eV
expectation value of S²	2.01
HOMO (alpha / beta)	-7.80 / -11.10	eV

The geometry in ORCA input format:
```
! wB97M-V def2-TZVPD RIJCOSX def2/J DEFGRID3
* xyz 0 3
C -0.94 0.54 0.20
C -1.45 -0.48 -0.21
O 1.65 -1.31 0.42
O 1.73 1.13 0.25
S 1.54 -0.16 -0.41
H -0.83 1.63 0.30
H -1.70 -1.35 -0.55
*
```

---

No. 10
# C8H10NOPS2

A single C8H10NOPS2 molecule at a distorted geometry (wB97M-V/def2-TZVPD, the Open Molecules 2025 dataset).

Results
E_tot	-42955.648	eV
gap between HOMO and LUMO	8.890	eV
relative energy (zero: lowest compared OMol25 entry of this formula, charge and spin)	0.000	eV
HOMO	-8.39	eV

The geometry in ORCA input format:
```
! wB97M-V def2-TZVPD RIJCOSX def2/J DEFGRID3
* xyz 0 1
C -1.24 0.06 -2.28
S 0.23 -0.43 -3.24
P 1.55 0.17 -1.63
O 2.95 0.08 -2.10
S 1.01 2.01 -0.99
C 0.14 1.43 0.45
C -0.85 2.10 1.19
C -1.47 1.40 2.23
C -1.08 0.13 2.53
C -0.30 -0.61 1.67
C 0.32 0.00 0.62
N 1.11 -0.72 -0.25
C 1.84 -2.04 -0.21
H -2.07 -0.70 -2.55
H -1.49 1.06 -2.42
H -1.16 -0.02 -1.15
H -1.01 3.03 0.81
H -2.19 1.98 2.71
H -1.67 -0.16 3.40
H -0.22 -1.63 1.93
H 2.52 -2.08 -0.97
H 2.09 -2.34 0.75
H 1.00 -2.73 -0.48
*
```

---

No. 11
# C36H57CoN4O7SiTe

C36H57CoN4O7SiTe as an isolated structure at a distorted geometry (wB97M-V/def2-TZVPD, the Open Molecules 2025 dataset).

Results
E_tot	-111358.474	eV
gap between HOMO and LUMO (alpha / beta)	6.914 / 7.064	eV
relative energy (zero: lowest compared OMol25 entry of this formula, charge and spin)	0.739	eV
expectation value of S²	3.76
HOMO (alpha / beta)	-4.50 / -4.65	eV

The geometry in ORCA input format:
```
! wB97M-V def2-TZVPD RIJCOSX def2/J DEFGRID3
* xyz -1 4
Co 0.11 -0.09 0.23
O -1.87 2.66 -0.64
C -2.30 1.98 0.27
N -3.46 2.29 0.98
C -3.60 1.46 2.15
C -2.46 0.43 1.85
O -2.30 -0.58 2.52
N -1.76 0.82 0.77
C -3.33 2.21 3.46
C -2.72 1.59 4.55
C -2.48 2.29 5.72
C -2.85 3.62 5.83
C -3.47 4.25 4.76
C -3.71 3.54 3.59
C -4.98 0.81 2.27
C -5.18 -0.27 3.12
C -6.45 -0.81 3.28
C -7.53 -0.27 2.60
C -7.33 0.80 1.74
C -6.06 1.33 1.58
H -3.88 3.19 0.86
H -2.41 0.56 4.46
H -1.99 1.79 6.55
H -2.65 4.17 6.74
H -3.77 5.28 4.83
H -4.21 4.05 2.77
H -4.34 -0.70 3.65
H -6.59 -1.66 3.94
H -8.53 -0.68 2.74
H -8.17 1.22 1.20
H -5.92 2.16 0.90
C 5.27 -2.67 -0.92
C 4.52 -1.34 -1.07
C 5.48 -0.25 -1.57
C 3.91 -0.94 0.28
O 3.53 -1.57 -2.05
Si 2.15 -0.79 -2.51
O 1.07 -0.63 -1.40
O 1.64 -1.65 -3.83
C 1.67 -3.03 -4.11
C 0.66 -3.26 -5.24
C 3.07 -3.45 -4.58
C 1.27 -3.84 -2.88
O 2.68 0.67 -3.14
C 2.01 1.52 -4.06
C 2.52 2.93 -3.80
C 2.38 1.09 -5.48
C 0.49 1.47 -3.88
H 6.06 -2.60 -0.18
H 5.70 -2.95 -1.88
H 4.56 -3.44 -0.62
H 6.22 -0.01 -0.80
H 4.90 0.64 -1.80
H 5.99 -0.58 -2.47
H 4.54 -1.28 1.11
H 2.91 -1.36 0.39
H 3.82 0.15 0.36
H 0.92 -2.63 -6.09
H -0.34 -2.98 -4.90
H 0.66 -4.31 -5.55
H 3.34 -2.90 -5.48
H 3.10 -4.52 -4.80
H 3.79 -3.21 -3.80
H 0.27 -3.57 -2.55
H 1.96 -3.62 -2.06
H 1.30 -4.91 -3.09
H 3.61 2.93 -3.78
H 2.15 3.29 -2.83
H 2.17 3.62 -4.58
H 3.46 1.20 -5.64
H 1.85 1.69 -6.22
H 2.12 0.03 -5.61
H 0.22 1.70 -2.85
H 0.12 0.47 -4.11
H 0.01 2.19 -4.54
C -3.62 -2.44 0.40
Te -1.47 -2.63 0.61
C -1.56 -4.29 -0.81
H -3.94 -2.80 -0.57
H -3.88 -1.38 0.50
H -4.13 -3.00 1.19
H -2.32 -5.00 -0.49
H -0.59 -4.78 -0.81
H -1.79 -3.94 -1.82
C 0.05 3.04 2.36
C 0.87 2.96 1.13
N 1.07 1.93 0.34
C 1.88 2.36 -0.68
C 2.20 3.66 -0.50
N 1.56 4.03 0.66
H -0.06 2.04 2.79
H -0.95 3.42 2.13
H 0.51 3.70 3.09
H 2.16 1.70 -1.48
H 2.80 4.35 -1.06
H 1.56 4.94 1.09
C 1.16 -2.34 3.71
C 1.63 -1.21 2.79
C 1.69 0.11 3.57
O 0.80 -1.15 1.69
H 1.77 -2.41 4.62
H 1.20 -3.29 3.17
H 0.12 -2.15 3.98
H 2.67 -1.44 2.48
H 0.68 0.35 3.92
H 2.04 0.91 2.93
H 2.35 0.03 4.44
*
```

---

No. 12
# C4H6N2

A single C4H6N2 molecule at a distorted geometry (wB97M-V/def2-TZVPD, the Open Molecules 2025 dataset).

Results
E_tot	-7219.932	eV
gap between HOMO and LUMO	8.933	eV
relative energy (zero: lowest compared OMol25 entry of this formula, charge and spin)	5.659	eV
HOMO	-8.10	eV

The geometry in ORCA input format:
```
! wB97M-V def2-TZVPD RIJCOSX def2/J DEFGRID3
* xyz 0 1
H 0.72 -1.13 1.74
N -0.08 -1.80 1.64
C -0.55 -0.91 0.92
C 0.45 0.54 0.58
C 0.80 0.40 -0.91
N -0.62 0.18 -1.25
C -1.06 0.11 0.11
H 0.39 1.58 0.94
H 1.46 -0.45 -1.14
H 1.21 1.29 -1.41
H -0.84 -0.62 -1.83
H -1.93 0.65 0.47
*
```

---

- Which formula does entry 4 have?
  C12H15Cl2N3PPdS5

---

- Which of these has the lowest E_tot?
  C43H38F6MnN4S3

---

- Which formula does entry 1 have?
  C19H28I2N3ORh